1.
DFT (ωB97M-V with the def2-TZVPD basis set) results for a molecular structure, C19H14N3O3S5SbTc in a non-equilibrium geometry.

```
46
Properties=species:S:1:pos:R:3:forces:R:3:nbo_charge:R:1
Tc 0.477 -0.721 0.333 0.5 0.4 0.6 1.08
O 1.007 -1.895 -0.968 0.8 0.1 1.1 -0.55
C 0.710 -2.315 -2.159 -1.2 -0.3 -2.4 0.42
C 1.446 -3.338 -2.778 0.0 0.5 0.7 -0.28
C 1.108 -3.775 -4.035 -0.3 0.2 -0.1 -0.16
C 0.030 -3.209 -4.715 0.1 -0.1 0.0 -0.24
C -0.691 -2.190 -4.141 0.1 0.2 0.3 -0.12
C -0.376 -1.711 -2.862 1.1 -0.9 0.2 -0.21
C -1.115 -0.639 -2.294 -0.2 0.8 0.9 0.14
N -0.890 -0.100 -1.128 0.8 -1.4 -0.9 -0.26
N -1.631 0.959 -0.797 -1.1 1.7 0.4 -0.39
C -1.349 1.428 0.392 -0.5 -0.7 -1.9 0.55
O -0.445 0.846 1.102 0.7 -0.2 0.8 -0.62
C -2.059 2.623 0.843 -0.1 0.3 0.2 -0.05
C -1.621 3.357 1.942 0.0 -0.3 -0.2 -0.19
C -2.287 4.513 2.307 0.0 0.1 0.0 -0.22
C -3.390 4.938 1.584 0.0 0.1 0.0 -0.19
C -3.830 4.209 0.489 0.0 0.0 0.0 -0.21
C -3.166 3.059 0.115 0.1 -0.1 0.0 -0.18
H 2.278 -3.760 -2.234 0.1 -0.1 0.0 0.22
H 1.685 -4.561 -4.494 0.0 -0.1 -0.1 0.22
H -0.244 -3.584 -5.687 0.0 0.0 -0.2 0.22
H -1.521 -1.740 -4.664 -0.1 0.0 -0.1 0.22
H -1.917 -0.207 -2.882 0.0 0.1 0.1 0.22
H -0.748 3.025 2.483 0.1 0.0 0.1 0.22
H -1.940 5.087 3.153 0.0 0.0 0.1 0.21
H -3.901 5.848 1.859 -0.1 0.1 0.1 0.21
H -4.691 4.538 -0.079 0.0 0.0 0.0 0.22
H -3.476 2.487 -0.745 -0.1 0.0 0.0 0.24
O 1.526 -0.993 1.985 -0.9 -0.7 -0.2 -0.47
N 2.681 -0.379 2.218 1.0 1.0 -0.3 0.00
C 3.288 -0.645 3.390 0.1 -0.2 0.5 0.05
C 4.483 -0.069 3.719 -0.1 0.0 -0.1 -0.27
C 5.071 0.828 2.814 -0.2 -0.1 0.0 -0.14
C 4.441 1.093 1.629 0.1 -0.1 0.3 -0.23
C 3.220 0.474 1.304 -0.2 -0.1 0.0 0.03
S 2.428 0.762 -0.169 -0.7 -0.2 -0.1 -0.02
H 2.757 -1.340 4.025 0.0 0.0 -0.1 0.24
H 4.955 -0.311 4.658 -0.1 0.0 0.0 0.24
H 6.012 1.293 3.054 0.1 0.1 0.0 0.23
H 4.853 1.773 0.904 0.1 0.1 -0.1 0.24
S -4.181 -3.164 0.870 0.3 -1.0 0.1 -0.38
Sb -2.174 -4.534 -0.044 -0.8 0.2 -0.8 0.96
S -1.207 -2.223 1.190 0.5 0.0 0.3 -0.25
S -3.076 -1.462 0.764 -0.1 1.0 -0.3 -0.02
S -2.528 -4.277 -2.252 0.2 -0.1 0.8 -0.74
```
Forces are in eV/Å.

Its expectation value of S² is 0.764. As for the multiplicity: 2. The HOMO energy (spin up / spin down) is -0.25854 / -0.25921 Ha. The orbital gap (spin up / spin down) comes out at 5.52 / 5.37 eV.

2.
DFT (ωB97M-V with the def2-TZVPD basis set) results for a molecular structure, C19H14N3O5S4SbTc in a non-equilibrium geometry.

```
47
Properties=species:S:1:pos:R:3:forces:R:3:nbo_charge:R:1
Tc 0.585 -1.323 0.051 1.0 -1.0 0.1 0.96
O -4.159 0.343 -3.438 -0.3 0.2 -0.3 -0.62
C -3.151 -0.086 -2.692 0.7 -0.1 0.4 0.37
C -3.293 -1.071 -1.710 0.3 0.1 0.2 -0.26
C -2.173 -1.440 -0.985 -0.1 0.4 -0.5 0.09
N -0.958 -0.922 -1.200 -1.6 0.4 -0.7 -0.41
C -0.819 0.043 -2.122 0.1 0.0 0.1 0.12
C -1.875 0.483 -2.888 -0.3 -0.2 0.0 -0.23
C 0.614 0.569 -2.134 -1.0 0.6 -0.9 0.75
O 0.967 1.473 -2.840 0.1 -0.1 0.1 -0.54
O 1.327 -0.132 -1.309 1.0 -0.6 0.5 -0.62
C -2.107 -2.578 -0.057 -0.1 0.0 -0.1 0.78
O -2.977 -3.433 0.040 0.0 -0.4 0.0 -0.62
O -0.928 -2.745 0.472 0.4 -0.6 0.1 -0.69
H -4.989 -0.122 -3.254 0.2 0.1 0.0 0.50
H -4.240 -1.544 -1.499 -0.1 -0.1 0.0 0.25
H -1.725 1.251 -3.630 0.1 0.1 -0.1 0.28
C -0.791 1.435 0.864 -0.2 0.6 -0.1 -0.25
N -0.075 0.256 1.272 0.2 -0.4 0.3 -0.45
C 0.440 0.238 2.460 -0.3 0.1 -0.2 0.18
C 1.335 -0.809 2.754 0.5 -0.4 0.7 -0.02
C 2.080 -1.179 3.866 -0.5 0.2 -0.6 -0.16
C 2.866 -2.277 3.465 0.0 -0.1 -0.3 -0.29
C 2.557 -2.534 2.149 0.3 -0.2 0.4 0.02
N 1.623 -1.655 1.692 0.2 0.0 0.2 -0.51
C 0.144 2.579 0.487 -0.1 -0.1 0.1 -0.07
C -0.426 3.806 0.170 0.0 -0.1 0.0 -0.16
C 0.372 4.899 -0.110 -0.1 0.0 0.0 -0.21
C 1.751 4.775 -0.089 0.1 0.0 -0.1 -0.20
C 2.322 3.549 0.196 0.1 0.1 0.0 -0.19
C 1.526 2.454 0.489 -0.1 -0.1 0.1 -0.22
H -1.441 1.771 1.683 0.0 -0.1 -0.1 0.22
H -1.431 1.200 0.010 -0.1 0.0 0.2 0.20
H 0.236 1.023 3.179 -0.1 0.1 0.0 0.22
H 2.048 -0.726 4.838 0.0 0.1 0.2 0.24
H 3.570 -2.811 4.072 0.2 -0.1 0.1 0.24
H 2.979 -3.286 1.504 0.1 0.0 0.0 0.21
H -1.502 3.904 0.159 -0.2 0.1 0.0 0.20
H -0.086 5.848 -0.340 0.0 0.1 0.0 0.22
H 2.378 5.627 -0.300 0.1 0.1 0.0 0.22
H 3.394 3.440 0.204 0.1 0.0 0.0 0.22
H 2.001 1.508 0.718 0.0 0.1 0.0 0.21
S 1.413 -4.939 0.133 -0.7 -0.1 -0.2 -0.29
Sb -1.015 -5.203 -0.024 0.8 1.4 -0.6 1.30
S 1.732 -3.277 -1.110 -0.4 0.2 0.3 0.19
S 0.947 -4.067 -2.833 0.0 0.0 0.1 0.11
S -1.043 -4.316 -2.360 0.0 -0.3 0.7 -0.31
```
Forces are in eV/Å.

Its total charge is +1. As for the multiplicity: 1. The HOMO energy (spin up / spin down) is -0.40334 / -0.40331 Ha. The orbital gap (spin up / spin down) comes out at 5.85 / 5.84 eV.

3.
DFT (ωB97M-V with the def2-TZVPD basis set) results for a molecular structure, C19H14N4O5PtS in a non-equilibrium geometry.

```
44
Properties=species:S:1:pos:R:3:forces:R:3:nbo_charge:R:1
Pt 0.481 0.600 -0.298 0.3 0.9 0.5 1.20
O 0.918 1.180 1.624 -0.1 -0.2 0.5 -0.59
N 0.511 2.421 1.964 0.1 -0.1 0.1 0.01
C 0.439 2.717 3.277 0.1 -0.1 0.0 0.05
C 0.039 3.964 3.670 0.0 0.1 0.0 -0.23
C -0.303 4.910 2.699 0.0 -0.1 0.0 -0.13
C -0.230 4.572 1.366 0.1 0.0 0.1 -0.22
C 0.205 3.298 1.005 0.2 0.2 -0.2 0.01
S 0.491 2.818 -0.637 -0.5 0.0 -0.4 0.15
H 0.707 1.909 3.941 0.0 0.0 0.0 0.25
H -0.019 4.186 4.724 0.0 0.0 0.0 0.26
H -0.633 5.897 2.991 0.0 0.0 0.0 0.25
H -0.491 5.269 0.583 0.0 0.0 0.0 0.25
O 3.783 -0.943 -2.132 -0.1 0.1 -0.1 -0.56
C 2.786 -0.675 -1.509 0.3 -0.3 0.0 0.73
O 1.850 0.157 -1.893 -0.3 -0.1 -0.1 -0.71
C 2.557 -1.336 -0.163 0.2 0.1 0.0 -0.08
C 3.633 -1.655 0.663 -0.1 0.0 0.0 -0.15
C 3.391 -2.170 1.924 0.0 0.0 -0.1 -0.14
C 2.087 -2.338 2.397 -0.1 -0.1 0.2 -0.21
C 1.037 -2.020 1.575 0.2 0.2 0.1 0.14
C 1.260 -1.552 0.281 -0.4 -0.1 -0.2 -0.40
N -0.340 -2.053 2.110 0.1 -0.4 -0.2 0.52
O -0.521 -2.597 3.171 0.0 0.1 0.0 -0.33
O -1.201 -1.525 1.430 -0.1 0.1 -0.1 -0.40
H 4.640 -1.491 0.303 0.0 0.0 0.0 0.26
H 4.223 -2.424 2.567 0.0 0.0 0.0 0.24
H 1.888 -2.691 3.399 0.0 0.0 0.0 0.26
H 0.441 -1.558 -0.463 -0.1 0.0 0.2 0.28
N -3.442 0.068 -1.637 0.0 0.0 0.0 -0.49
C -2.454 0.721 -1.009 0.0 0.0 0.0 0.26
N -1.273 0.281 -1.382 0.3 -0.5 -0.3 -0.53
C -1.496 -0.737 -2.310 0.1 0.1 -0.1 0.14
C -0.594 -1.515 -3.033 0.0 -0.1 0.0 -0.23
C -1.132 -2.447 -3.894 -0.1 0.0 0.0 -0.19
C -2.522 -2.598 -4.045 0.0 0.0 0.0 -0.18
C -3.418 -1.816 -3.346 0.0 0.0 0.0 -0.21
C -2.870 -0.881 -2.474 0.0 0.0 0.0 0.09
H -4.425 0.239 -1.506 0.0 0.0 0.0 0.44
H -2.621 1.513 -0.298 0.0 0.0 0.0 0.23
H 0.474 -1.362 -2.944 -0.1 0.0 0.0 0.25
H -0.471 -3.071 -4.480 0.0 0.0 0.0 0.23
H -2.898 -3.340 -4.735 0.0 0.0 0.0 0.23
H -4.486 -1.926 -3.473 0.0 0.0 0.0 0.23
```
Forces are in eV/Å.

Its expectation value of S² is 0.759. Its total charge is +1. As for the multiplicity: 2. The HOMO energy (spin up / spin down) is -0.43392 / -0.44018 Ha. The orbital gap (spin up / spin down) comes out at 6.85 / 7.17 eV.

4.
DFT (ωB97M-V with the def2-TZVPD basis set) results for a molecular structure, C19H15BF4N3O3RuS in a non-equilibrium geometry.

```
47
Properties=species:S:1:pos:R:3:forces:R:3:nbo_charge:R:1
Ru 0.817 -0.152 -0.777 -0.7 -0.3 1.0 1.43
O 1.306 3.486 3.516 -0.1 -0.2 -0.2 -0.69
C 0.976 4.257 2.468 0.0 0.0 0.0 0.44
C 1.040 5.641 2.663 0.0 0.0 0.0 -0.30
C 0.700 6.511 1.651 0.0 0.1 -0.1 -0.17
C 0.282 6.033 0.408 0.0 0.0 0.1 -0.27
C 0.225 4.671 0.211 0.0 0.0 0.0 -0.15
C 0.571 3.759 1.215 0.0 0.0 -0.1 -0.26
C 0.523 2.316 0.888 0.3 -0.1 1.1 0.61
O 0.232 1.949 -0.287 -0.1 -0.2 -0.5 -0.74
N 0.819 1.452 1.881 -0.3 0.6 -0.9 -0.43
N 0.744 0.192 1.418 0.5 -0.6 0.7 -0.33
C 1.103 -0.740 2.278 -0.3 0.4 -0.5 0.13
C 0.946 -2.118 2.045 0.1 -0.4 0.1 -0.12
C 1.401 -3.010 3.060 -0.1 0.3 -0.2 -0.16
C 1.213 -4.350 2.960 -0.2 -0.3 -0.3 -0.25
C 0.536 -4.877 1.823 0.2 -0.1 0.3 -0.15
C 0.085 -4.068 0.830 0.0 0.2 -0.1 -0.27
C 0.295 -2.659 0.882 0.0 0.0 0.3 0.41
O -0.125 -1.926 -0.085 0.4 0.2 -0.4 -0.67
H 1.190 2.546 3.237 0.1 0.1 0.0 0.51
H 1.361 5.998 3.633 0.0 0.0 0.0 0.23
H 0.752 7.578 1.828 0.0 0.0 0.0 0.21
H 0.000 6.716 -0.381 0.0 0.0 0.0 0.21
H -0.114 4.272 -0.737 0.0 0.0 0.0 0.21
H 1.518 -0.411 3.226 0.0 0.0 0.0 0.20
H 1.905 -2.589 3.922 0.0 0.0 0.0 0.22
H 1.569 -5.015 3.735 0.0 0.0 0.0 0.22
H 0.380 -5.946 1.750 0.0 0.0 0.0 0.22
H -0.427 -4.457 -0.041 0.0 0.0 0.0 0.23
S 0.070 0.039 -3.088 0.3 0.2 0.0 -0.18
C 1.601 0.876 -3.047 0.1 0.1 -0.4 0.04
N 1.628 2.194 -2.727 -0.1 0.1 0.2 -0.48
C 2.746 2.941 -2.641 0.0 -0.1 0.0 0.09
C 3.955 2.393 -2.952 0.0 0.0 0.0 -0.25
C 3.993 1.042 -3.310 0.1 0.0 0.0 -0.08
C 2.839 0.297 -3.356 0.0 -0.2 -0.1 -0.25
H 0.755 2.582 -2.380 0.0 0.0 0.0 0.46
H 2.610 3.958 -2.304 0.0 0.0 0.0 0.24
H 4.853 2.987 -2.878 0.0 0.0 0.0 0.24
H 4.940 0.567 -3.523 0.0 0.0 0.0 0.24
H 2.856 -0.757 -3.592 0.0 0.0 0.0 0.25
F 2.903 0.926 -0.213 0.0 0.0 -0.2 -0.57
B 3.702 -0.257 0.007 0.4 -0.1 0.2 1.35
F 2.843 -1.324 -0.470 -0.1 0.0 0.0 -0.56
F 3.946 -0.418 1.351 -0.1 0.0 -0.2 -0.54
F 4.845 -0.202 -0.766 -0.2 0.0 0.1 -0.55
```
Forces are in eV/Å.

Its expectation value of S² is 8.790. As for the multiplicity: 6. The HOMO energy (spin up / spin down) is -0.29088 / -0.29249 Ha. The orbital gap (spin up / spin down) comes out at 7.19 / 5.51 eV.

5.
DFT (ωB97M-V with the def2-TZVPD basis set) results for 4 unconnected molecules or ions with the total composition C19H15Cl4F3 in a non-equilibrium geometry.

```
41
Properties=species:S:1:pos:R:3:forces:R:3:nbo_charge:R:1
C -3.904 -4.841 -7.900 0.4 0.5 -0.2 -0.22
Cl -3.758 -5.321 -9.568 0.2 -0.1 -0.8 0.06
Cl -5.102 -5.927 -7.203 0.4 0.1 0.7 0.07
Cl -2.240 -4.856 -7.201 -0.9 -0.4 0.2 0.04
Cl -4.459 -3.158 -7.823 -0.2 -0.1 0.1 0.05
F 5.472 -3.857 -7.226 0.1 0.1 0.2 -0.32
C 5.585 -4.057 -5.905 -0.2 0.4 2.4 0.41
C 6.236 -5.193 -5.408 -0.8 0.5 -2.9 -0.29
C 6.311 -5.423 -4.085 0.5 1.1 2.4 -0.21
C 5.772 -4.506 -3.171 0.2 -0.3 -0.5 -0.21
C 5.113 -3.349 -3.618 0.8 -1.5 0.9 -0.20
C 5.071 -3.110 -4.968 0.0 -0.3 -2.0 -0.28
H 6.615 -5.900 -6.131 0.2 0.0 -0.1 0.22
H 6.999 -6.150 -3.680 -0.3 -0.6 -0.2 0.22
H 5.980 -4.739 -2.137 -0.4 0.4 0.2 0.21
H 4.679 -2.689 -2.881 0.0 0.3 -0.2 0.22
H 4.644 -2.180 -5.315 -0.2 0.0 -0.3 0.22
F 2.406 2.903 0.271 0.2 0.2 0.1 -0.32
C 1.573 2.230 -0.538 -0.5 0.1 0.3 0.40
C 0.718 1.301 0.033 0.6 -0.1 0.4 -0.28
C -0.090 0.539 -0.772 -0.1 0.6 -0.3 -0.19
C -0.066 0.754 -2.152 -0.4 -0.2 -0.2 -0.23
C 0.738 1.735 -2.717 0.7 0.1 1.0 -0.19
C 1.546 2.525 -1.875 0.0 -0.6 -0.7 -0.29
H 0.738 1.123 1.098 0.1 0.2 0.1 0.23
H -0.760 -0.140 -0.265 -0.1 -0.3 -0.4 0.22
H -0.726 0.171 -2.777 0.1 -0.1 -0.1 0.22
H 0.876 1.865 -3.781 -0.5 0.0 -0.1 0.22
H 2.187 3.297 -2.273 0.1 0.0 0.0 0.23
F -3.343 4.137 6.907 -0.2 0.6 1.0 -0.32
C -4.053 4.483 8.020 0.4 -0.6 2.2 0.40
C -3.474 4.469 9.342 -0.1 0.8 -0.8 -0.27
C -4.268 4.721 10.473 -0.8 0.2 -1.3 -0.21
C -5.629 4.964 10.283 -0.3 0.4 0.0 -0.22
C -6.214 4.963 9.034 1.2 -0.2 0.2 -0.20
C -5.395 4.722 7.918 -1.4 0.1 -0.6 -0.29
H -2.400 4.502 9.451 0.2 -0.6 -0.1 0.23
H -3.965 4.803 11.506 0.9 -0.1 -0.2 0.22
H -6.258 5.310 11.090 0.1 -0.4 0.4 0.21
H -7.277 5.150 8.996 0.0 0.0 -0.5 0.22
H -5.876 4.731 6.951 0.2 -0.1 -0.3 0.23
```
Forces are in eV/Å.

The SMILES is ClC(Cl)(Cl)Cl.Fc1ccccc1.Fc1ccccc1.Fc1ccccc1. As for the multiplicity: 1. The HOMO energy is -0.33524 Ha. The orbital gap comes out at 9.31 eV.

6.
DFT (ωB97M-V with the def2-TZVPD basis set) results for a molecular structure, C19H15CrNOS4 in a non-equilibrium geometry.

```
41
Properties=species:S:1:pos:R:3:forces:R:3:nbo_charge:R:1
Cr 0.281 -0.399 0.031 -0.4 -0.8 0.1 0.64
S -1.016 -1.946 1.092 0.1 0.2 -0.3 -0.09
C -1.715 -1.179 2.503 0.0 0.0 0.2 -0.20
C -2.285 -1.998 3.492 0.1 0.0 0.0 -0.22
C -2.831 -1.474 4.646 0.0 0.0 0.0 -0.21
C -2.816 -0.100 4.875 0.0 0.0 0.0 -0.26
C -2.256 0.727 3.919 0.1 0.0 0.0 -0.24
C -1.720 0.199 2.745 -0.1 0.0 -0.1 -0.12
S -1.191 1.336 1.481 -0.1 0.1 0.2 0.30
C -2.880 1.832 0.906 0.1 0.1 0.4 -0.54
C -3.229 1.364 -0.478 -0.1 -0.2 -0.4 0.22
C -4.417 1.609 -1.161 0.0 0.0 0.2 -0.27
C -4.522 1.077 -2.438 -0.2 0.0 -0.2 -0.17
C -3.473 0.381 -3.026 0.3 0.0 -0.1 -0.27
C -2.298 0.239 -2.286 -0.5 -0.2 -0.3 0.23
C -0.935 -0.345 -2.655 0.2 0.3 0.7 -0.08
S 1.392 -2.248 -0.924 0.0 0.0 0.2 -0.19
C 2.494 -2.721 0.348 0.0 0.2 0.1 -0.21
C 3.128 -3.968 0.330 0.0 0.0 0.0 -0.22
C 4.026 -4.334 1.318 0.0 0.0 0.0 -0.24
C 4.325 -3.451 2.350 0.0 0.0 0.0 -0.26
C 3.708 -2.210 2.383 0.0 0.0 0.0 -0.25
C 2.789 -1.836 1.405 -0.1 -0.2 -0.1 -0.08
S 1.997 -0.266 1.504 -0.2 0.3 -0.3 -0.15
N -2.271 0.692 -1.062 0.3 0.2 0.9 -0.45
H -2.279 -3.069 3.330 0.0 0.0 0.0 0.22
H -3.258 -2.142 5.385 0.0 0.0 0.0 0.20
H -3.228 0.316 5.786 0.0 0.0 0.0 0.20
H -2.224 1.799 4.071 0.0 0.0 0.0 0.21
H -2.936 2.920 0.967 0.0 0.0 0.0 0.23
H -3.568 1.425 1.646 0.0 0.1 0.0 0.24
H -5.231 2.171 -0.721 0.0 0.0 0.0 0.21
H -5.439 1.221 -2.999 0.0 0.0 0.0 0.20
H -3.566 -0.006 -4.033 0.0 0.0 0.0 0.21
H -0.643 0.004 -3.653 0.0 -0.1 0.0 0.17
H -0.980 -1.443 -2.659 -0.1 0.0 -0.1 0.19
H 2.891 -4.654 -0.475 0.0 0.0 0.0 0.20
H 4.487 -5.315 1.288 0.0 0.0 0.0 0.19
H 5.026 -3.730 3.128 0.0 0.0 0.0 0.19
H 3.930 -1.510 3.181 0.0 0.0 0.0 0.20
O -0.055 0.120 -1.681 0.6 -0.1 -0.9 -0.74
```
Forces are in eV/Å.

Its expectation value of S² is 0.766. Its total charge is -1. As for the multiplicity: 2. The HOMO energy (spin up / spin down) is -0.13190 / -0.12990 Ha. The orbital gap (spin up / spin down) comes out at 6.15 / 6.10 eV.